No. 1
Entry from the OMol25 dataset: one molecule with the formula C3H7NO2 (the ωB97M-V functional and the def2-TZVPD basis).

The multiplicity is 1. The value obtained for the relative energy (zero: lowest compared OMol25 entry of this formula, charge and spin) is 434.8 kJ/mol. The SMILES is CO/C(C)=N\O. For the highest occupied orbital energy, the calculation gives -8.92 eV. The value obtained for the calculated total energy is -323.6154 Ha. The value obtained for the lowest unoccupied orbital energy is 0.70 eV. Its HOMO-LUMO gap is 9.62 eV.

Cartesian coordinates (Å):
O1 0.16 -0.92 0.19
O2 2.83 -0.69 0.07
N1 2.02 0.41 -0.04
C1 -1.28 -1.04 -0.06
C2 -0.19 1.49 0.09
C3 0.73 0.33 -0.05
H1 -1.90 -0.85 0.83
H2 2.29 -1.58 -0.22
H3 -1.51 -0.31 -0.92
H4 -0.78 1.36 1.10
H5 -1.64 -2.02 -0.19
H6 0.37 2.50 -0.10
H7 -1.09 1.30 -0.69

Atom charges from the natural (NBO) analysis, given in e for atoms 1 to 4: -0.5418 -0.5334 -0.1635 -0.2601



No. 2
Entry from the OMol25 dataset: a 2-piece molecular cluster, C3H7NO2 overall (the ωB97M-V functional and the def2-TZVPD basis).

The multiplicity is 1. The value obtained for the relative energy (zero: lowest compared OMol25 entry of this formula, charge and spin) is 190.5 kJ/mol. The SMILES is C1CO1.NC=O. For the highest occupied orbital energy, the calculation gives -9.98 eV. The value obtained for the calculated total energy is -323.7084 Ha. The value obtained for the lowest unoccupied orbital energy is 1.07 eV. Its HOMO-LUMO gap is 11.04 eV.

Cartesian coordinates (Å):
O1 1.81 -0.02 0.99
O2 -1.42 -0.21 -0.23
N1 0.58 1.78 0.34
C1 1.69 1.18 0.82
C2 -1.25 -1.24 0.75
C3 -0.69 -1.39 -0.59
H1 -0.57 -0.98 1.55
H2 -2.17 -1.75 1.02
H3 -1.20 -2.01 -1.33
H4 0.38 -1.24 -0.72
H5 0.55 2.78 0.22
H6 -0.22 1.21 0.09
H7 2.51 1.90 1.06

Atom charges from the natural (NBO) analysis, given in e for atoms 1 to 4: -0.6394 -0.5284 -0.8288 0.5254



No. 3
Entry from the OMol25 dataset: one molecule with the formula C3H7NO2 (the ωB97M-V functional and the def2-TZVPD basis).

The multiplicity is 1. The value obtained for the relative energy (zero: lowest compared OMol25 entry of this formula, charge and spin) is 148.0 kJ/mol. The SMILES is C=NC(C)(O)O. For the highest occupied orbital energy, the calculation gives -9.83 eV. The value obtained for the calculated total energy is -323.7246 Ha. The value obtained for the lowest unoccupied orbital energy is 0.81 eV. Its HOMO-LUMO gap is 10.65 eV.

Cartesian coordinates (Å):
O1 0.54 -0.81 1.50
O2 0.74 -0.97 -0.78
N1 -1.17 0.00 0.28
C1 -1.89 -0.32 -0.69
C2 0.90 1.19 0.16
C3 0.25 -0.19 0.28
H1 -1.52 -0.78 -1.61
H2 0.54 1.82 0.98
H3 1.47 -0.66 1.72
H4 0.63 1.64 -0.79
H5 1.98 1.08 0.21
H6 -2.95 -0.12 -0.63
H7 0.46 -1.89 -0.64

Atom charges from the natural (NBO) analysis, given in e for atoms 1 to 4: -0.7082 -0.7327 -0.4168 -0.0403



No. 4
Entry from the OMol25 dataset: one molecule with the formula C3H7NO2 (the ωB97M-V functional and the def2-TZVPD basis).

The multiplicity is 1. The value obtained for the relative energy (zero: lowest compared OMol25 entry of this formula, charge and spin) is 180.3 kJ/mol. The SMILES is [H]/N=C/OCCO. For the highest occupied orbital energy, the calculation gives -10.07 eV. The value obtained for the calculated total energy is -323.7123 Ha. The value obtained for the lowest unoccupied orbital energy is 0.91 eV. Its HOMO-LUMO gap is 10.99 eV.

Cartesian coordinates (Å):
O1 1.43 -0.42 0.21
O2 -1.93 0.25 0.02
N1 0.49 1.60 -0.21
C1 -1.15 -0.85 0.37
C2 1.46 0.88 0.17
C3 0.11 -1.02 -0.47
H1 -1.77 -1.74 0.20
H2 0.46 -2.04 -0.47
H3 -0.05 -0.66 -1.49
H4 0.72 2.57 -0.21
H5 -1.31 1.00 -0.05
H6 -0.86 -0.85 1.43
H7 2.41 1.28 0.49

Atom charges from the natural (NBO) analysis, given in e for atoms 1 to 4: -0.5014 -0.7367 -0.7892 -0.1052



No. 5
Entry from the OMol25 dataset: one molecule with the formula C3H7NO2 (the ωB97M-V functional and the def2-TZVPD basis).

The multiplicity is 1. The value obtained for the relative energy (zero: lowest compared OMol25 entry of this formula, charge and spin) is 408.2 kJ/mol. The SMILES is CCO/C=N/O. For the highest occupied orbital energy, the calculation gives -9.05 eV. The value obtained for the calculated total energy is -323.6255 Ha. The value obtained for the lowest unoccupied orbital energy is 0.89 eV. Its HOMO-LUMO gap is 9.94 eV.

Cartesian coordinates (Å):
O1 -0.71 -2.26 0.82
O2 0.02 0.51 -1.14
N1 -0.36 -0.96 0.53
C1 -0.18 -0.71 -0.71
C2 1.14 1.69 0.71
C3 -0.05 1.70 -0.30
H1 1.14 2.35 1.65
H2 -0.92 1.71 0.32
H3 -0.43 -2.97 0.11
H4 1.09 0.50 1.00
H5 -0.34 -1.41 -1.53
H6 -0.07 2.50 -1.11
H7 2.16 1.88 0.21

Atom charges from the natural (NBO) analysis, given in e for atoms 1 to 4: -0.5606 -0.5007 -0.2063 0.3391



No. 6
Entry from the OMol25 dataset: one molecule with the formula C3H7NO2 (the ωB97M-V functional and the def2-TZVPD basis).

The multiplicity is 1. The value obtained for the relative energy (zero: lowest compared OMol25 entry of this formula, charge and spin) is 402.2 kJ/mol. The SMILES is C/C(CO)=N/O. For the highest occupied orbital energy, the calculation gives -8.98 eV. The value obtained for the calculated total energy is -323.6278 Ha. The value obtained for the lowest unoccupied orbital energy is 0.39 eV. Its HOMO-LUMO gap is 9.37 eV.

Cartesian coordinates (Å):
O1 -1.18 1.73 0.41
O2 1.14 1.45 1.09
N1 1.42 0.35 0.36
C1 -1.00 0.09 0.26
C2 0.79 -1.41 -1.07
C3 0.41 -0.28 -0.13
H1 -1.55 1.96 1.30
H2 0.15 1.77 0.85
H3 -1.72 -0.40 -0.42
H4 0.91 -1.09 -2.12
H5 -1.27 -0.13 1.29
H6 0.12 -2.28 -1.07
H7 1.78 -1.76 -0.75

Atom charges from the natural (NBO) analysis, given in e for atoms 1 to 4: -0.7523 -0.5720 -0.0510 -0.1035



No. 7
Entry from the OMol25 dataset: an isolated ion of composition C3H7NO2 and charge +1 (the ωB97M-V functional and the def2-TZVPD basis).

The multiplicity is 2. The value obtained for the relative energy (zero: lowest compared OMol25 entry of this formula, charge and spin) is 120.7 kJ/mol. Its net charge is +1. For the highest occupied orbital energy (spin up / spin down), the calculation gives -15.46 / -15.41 eV. The value obtained for the calculated total energy is -323.3853 Ha. The value obtained for the lowest unoccupied orbital energy (spin up / spin down) is -3.86 / -9.52 eV. Its HOMO-LUMO gap (spin up / spin down) is 11.60 / 5.88 eV.

Cartesian coordinates (Å):
O1 0.32 1.63 -0.83
O2 1.53 0.08 -1.81
N1 -1.52 -0.33 -0.25
C1 0.51 -0.38 1.28
C2 0.58 0.30 -1.11
C3 -0.09 -0.64 -0.19
H1 -1.91 -0.79 0.58
H2 0.41 2.15 -1.64
H3 -0.33 0.01 1.88
H4 1.32 0.33 1.21
H5 0.78 -1.36 1.66
H6 -1.75 0.67 -0.33
H7 0.13 -1.68 -0.44

Atom charges from the natural (NBO) analysis, given in e for atoms 1 to 4: -0.7258 -0.4571 -0.2493 -0.5335



No. 8
Entry from the OMol25 dataset: a 2-piece molecular cluster, C3H7NO2 overall (the ωB97M-V functional and the def2-TZVPD basis).

The multiplicity is 2. The value obtained for the relative energy (zero: lowest compared OMol25 entry of this formula, charge and spin) is 146.7 kJ/mol. Its net charge is +1. For the highest occupied orbital energy (spin up / spin down), the calculation gives -14.86 / -14.32 eV. The value obtained for the calculated total energy is -323.3754 Ha. The value obtained for the lowest unoccupied orbital energy (spin up / spin down) is -5.36 / -9.51 eV. Its HOMO-LUMO gap (spin up / spin down) is 9.49 / 4.81 eV.

Cartesian coordinates (Å):
O1 -1.95 0.13 -0.11
O2 0.76 -1.61 -0.63
N1 -1.92 -0.26 2.18
C1 2.14 0.06 -1.63
C2 0.92 -0.46 -0.94
C3 -1.99 0.49 1.05
H1 -1.76 -1.23 1.97
H2 0.13 0.27 -0.67
H3 -1.72 0.23 3.03
H4 -1.93 1.58 1.31
H5 2.75 0.85 -1.20
H6 1.72 0.66 -2.45
H7 2.85 -0.72 -1.92

Atom charges from the natural (NBO) analysis, given in e for atoms 1 to 4: -0.5765 -0.0798 -0.7783 -0.7249



No. 9
Entry from the OMol25 dataset: one molecule with the formula C3H7NO2S (the ωB97M-V functional and the def2-TZVPD basis).

The multiplicity is 1. The value obtained for the relative energy (zero: lowest compared OMol25 entry of this formula, charge and spin) is 29.3 kJ/mol. The SMILES is O=C(O)NCCS. For the highest occupied orbital energy, the calculation gives -9.36 eV. The value obtained for the calculated total energy is -721.9515 Ha. The value obtained for the lowest unoccupied orbital energy is 0.68 eV. Its HOMO-LUMO gap is 10.05 eV.

Cartesian coordinates (Å):
S1 2.54 0.31 1.86
O1 -0.53 -1.01 -2.33
O2 -2.56 -0.14 -1.81
N1 -0.88 0.23 -0.40
C1 0.89 -0.29 1.34
C2 0.51 0.36 0.02
C3 -1.19 -0.35 -1.59
H1 0.17 -0.07 2.13
H2 1.13 -0.14 -0.73
H3 -1.62 0.80 -0.03
H4 2.46 0.28 3.18
H5 0.73 1.43 -0.01
H6 -2.62 -0.04 -2.78
H7 0.98 -1.35 1.14

Atom charges from the natural (NBO) analysis, given in e for atoms 1 to 4: -0.0601 -0.6232 -0.7280 -0.6309



No. 10
Entry from the OMol25 dataset: one molecule with the formula C3H7NO2S (the ωB97M-V functional and the def2-TZVPD basis).

The multiplicity is 1. The value obtained for the relative energy (zero: lowest compared OMol25 entry of this formula, charge and spin) is 104.9 kJ/mol. The SMILES is N[C@H](CS)C(=O)O. For the highest occupied orbital energy, the calculation gives -9.29 eV. The value obtained for the calculated total energy is -721.9227 Ha. The value obtained for the lowest unoccupied orbital energy is 0.63 eV. Its HOMO-LUMO gap is 9.93 eV.

Cartesian coordinates (Å):
S1 1.85 -1.21 -1.10
O1 -2.31 -0.36 0.58
O2 -1.64 1.79 0.60
N1 1.08 0.97 0.99
C1 -0.02 0.04 0.56
C2 0.22 -0.39 -0.95
C3 -1.37 0.63 0.63
H1 1.13 0.73 1.96
H2 2.25 -0.50 -2.20
H3 0.25 0.51 -1.55
H4 1.90 0.90 0.41
H5 -3.13 -0.15 1.05
H6 0.13 -0.89 1.12
H7 -0.60 -1.02 -1.22

Atom charges from the natural (NBO) analysis, given in e for atoms 1 to 4: -0.0516 -0.7205 -0.5377 -0.8352



No. 11
Entry from the OMol25 dataset: one molecule with the formula C3H7NO2S2 (the ωB97M-V functional and the def2-TZVPD basis).

The multiplicity is 1. The value obtained for the relative energy (zero: lowest compared OMol25 entry of this formula, charge and spin) is 18.1 kJ/mol. The SMILES is N[C@@H](CSS)C(=O)O. For the highest occupied orbital energy, the calculation gives -9.26 eV. The value obtained for the calculated total energy is -1120.1334 Ha. The value obtained for the lowest unoccupied orbital energy is 0.54 eV. Its HOMO-LUMO gap is 9.80 eV.

Cartesian coordinates (Å):
S1 -0.66 -3.38 1.07
S2 0.69 -2.29 0.09
O1 -1.62 1.99 -0.23
O2 0.17 2.25 1.06
N1 1.22 0.64 -1.34
C1 -0.38 1.67 0.17
C2 0.45 -0.60 0.66
C3 0.10 0.37 -0.45
H1 -0.29 -0.59 1.47
H2 -1.71 -3.34 0.23
H3 1.14 0.19 -2.24
H4 1.33 -0.25 1.21
H5 -0.67 -0.03 -1.10
H6 2.13 0.59 -0.91
H7 -1.90 2.76 0.30

Atom charges from the natural (NBO) analysis, given in e for atoms 1 to 4: -0.1166 0.1053 -0.6758 -0.5965



No. 12
Entry from the OMol25 dataset: one molecule with the formula C3H7NO2Se (the ωB97M-V functional and the def2-TZVPD basis).

The multiplicity is 1. The value obtained for the relative energy (zero: lowest compared OMol25 entry of this formula, charge and spin) is 0.0 kJ/mol. The SMILES is N[C@H](C[SeH])C(=O)O. For the highest occupied orbital energy, the calculation gives -9.00 eV. The value obtained for the calculated total energy is -2725.1489 Ha. The value obtained for the lowest unoccupied orbital energy is 0.55 eV. Its HOMO-LUMO gap is 9.55 eV.

Cartesian coordinates (Å):
Se1 -0.41 -0.44 2.20
O1 0.38 2.15 -0.76
O2 2.01 0.93 -0.01
N1 -1.32 0.23 -0.92
C1 0.94 1.01 -0.55
C2 0.22 -1.26 0.57
C3 0.03 -0.19 -0.76
H1 -0.46 2.05 -1.08
H2 0.88 -0.06 2.86
H3 1.22 -1.46 0.72
H4 -1.65 0.66 -0.12
H5 -0.29 -2.20 0.29
H6 -1.95 -0.56 -0.94
H7 0.41 -0.86 -1.50

Atom charges from the natural (NBO) analysis, given in e for atoms 1 to 4: 0.0100 -0.6389 -0.5850 -0.8447